# 1
Computed, not measured: C4H6O2S2 in the gas phase, with wB97M-V/def2-TZVPD.

```
14
C4H6O2S2 wB97M-V/def2-TZVPD
C 2.12984 1.33578 0.08524
C 0.67577 -0.51122 -0.09238
C -0.66646 -1.02676 0.40220
C -1.85504 -0.31988 -0.20968
H 2.14757 2.26179 0.67885
H 2.06909 1.54481 -0.98688
H 3.00141 0.72119 0.29340
H -0.73084 -0.88209 1.48438
H -0.78295 -2.11464 0.16374
H -3.71340 -0.36699 -0.10898
O 0.95036 0.63046 0.49544
O -2.97656 -0.82644 0.30745
S 1.59062 -1.30990 -1.17966
S -1.83939 0.86388 -1.33312
```

energy above the lowest of the compared OMol25 structures with the same formula, charge and spin	1.246	eV
E_tot	-1102.85217	hartree
largest force on an atom	1.0	eV/A
total charge	0
highest occupied orbital energy	-8.93	eV

These are the Löwdin partial charges, in e, on atoms 1 to 6: number 1, C, carries -0.08; number 2, C, carries -0.89; number 3, C, carries -0.18; number 4, C, carries -0.85; number 5, H, carries 0.10; number 6, H, carries 0.09


# 2
Computed, not measured: 2 unconnected molecules or ions with the total composition C3H2Br2O2, with wB97M-V/def2-TZVPD.

```
9
C3H2Br2O2 wB97M-V/def2-TZVPD
C -1.38111 -1.13090 0.18370
C -1.03599 -1.70716 -0.91691
C 1.48211 1.53188 0.05460
O -0.80495 -1.86301 -2.03458
O 0.89148 1.00239 -0.80518
Br -0.39968 -1.43358 1.79067
Br 1.19820 3.29696 0.80818
H -2.44845 -0.95753 0.30391
H 2.49840 1.26096 0.61561
```

energy above the lowest of the compared OMol25 structures with the same formula, charge and spin	1.790	eV
E_tot	-5413.94981	hartree
largest force on an atom	3.2	eV/A
total charge	0
highest occupied orbital energy	-9.19	eV

These are the Löwdin partial charges, in e, on atoms 1 to 6: number 1, C, carries -0.58; number 2, C, carries -0.34; number 3, C, carries -0.74; number 4, O, carries 0.20; number 5, O, carries 0.01; number 6, Br, carries 0.66


# 3
Computed, not measured: a molecular structure, C31H38N6O6PSScSe2Si, with wB97M-V/def2-TZVPD.

```
87
C31H38N6O6PSScSe2Si wB97M-V/def2-TZVPD
Sc 0.28851 0.19404 -0.46608
N 0.77162 1.91712 -2.03643
C 1.87944 2.80507 -1.68193
C 1.64839 3.29362 -0.25994
N 1.34337 2.18357 0.65522
C 2.50586 1.75497 1.45108
C 3.48032 0.97365 0.58919
N 2.73174 -0.08002 -0.10655
H -0.10156 2.43441 -2.11414
H 0.88114 1.46630 -2.93906
H 2.80300 2.23272 -1.75100
H 1.97179 3.65775 -2.36078
H 2.52584 3.85091 0.08432
H 0.80726 3.99120 -0.25040
H 0.62913 2.47328 1.32741
H 3.00388 2.61158 1.91836
H 2.12976 1.11865 2.25137
H 3.95489 1.61664 -0.15251
H 4.28278 0.57531 1.21570
H 3.19410 -0.41304 -0.94551
H 2.62793 -0.89660 0.48899
C -4.87166 1.05418 -4.30308
Si -4.82393 -0.30288 -3.02135
C -6.56745 -0.69531 -2.46172
C -4.09248 -1.84861 -3.76316
C -3.89122 0.33900 -1.50820
C -4.60903 0.83688 -0.43116
C -3.97614 1.33696 0.70829
C -2.60701 1.28237 0.75516
N -1.87835 0.80552 -0.26771
C -2.48650 0.37723 -1.39722
S -1.38899 -0.11039 -2.64927
H -5.51168 0.77088 -5.14204
H -3.87052 1.24912 -4.69265
H -5.25837 1.98320 -3.88026
H -7.09766 -1.22000 -3.25908
H -7.14506 0.20051 -2.22546
H -6.56919 -1.34209 -1.58043
H -4.81206 -2.25067 -4.48104
H -3.90693 -2.61669 -3.01122
H -3.15191 -1.65205 -4.27387
H -5.69161 0.83530 -0.46367
H -4.53377 1.71903 1.55057
H -2.05158 1.62687 1.62072
Se -0.21461 2.42420 3.56433
P -0.55442 0.31612 3.65352
Se 0.11240 -0.94788 1.97963
C 0.24626 -0.37500 5.13682
C 1.34428 -1.22253 5.08257
C 1.93018 -1.67864 6.25714
C 1.41980 -1.29129 7.48495
C 0.32052 -0.44317 7.54301
C -0.26310 0.01524 6.37549
C -2.31901 -0.05191 3.92957
C -2.76447 -1.37139 3.87824
C -4.09434 -1.66545 4.12140
C -4.98990 -0.64566 4.41779
C -4.54835 0.66620 4.48082
C -3.21401 0.96500 4.23864
H 1.73703 -1.53293 4.12402
H 2.78331 -2.34251 6.20818
H 1.87533 -1.65013 8.39885
H -0.08068 -0.13864 8.50070
H -1.11552 0.68209 6.42326
H -2.07348 -2.16656 3.62810
H -4.43893 -2.68905 4.06160
H -6.03188 -0.87748 4.59570
H -5.24277 1.46280 4.71655
H -2.85972 1.98798 4.28138
O 1.72886 -3.33334 -2.05469
C 0.76990 -2.80596 -1.53588
O 0.78377 -1.59084 -1.06096
C -0.55109 -3.53578 -1.46182
C -0.66196 -4.73143 -2.16139
C -1.86754 -5.40641 -2.14874
C -2.97714 -4.94842 -1.46898
C -2.82402 -3.76016 -0.78336
C -1.64243 -3.04597 -0.75903
N -3.99553 -3.20820 -0.07220
O -5.06162 -3.76935 -0.22998
O -3.84595 -2.15682 0.51236
N -1.98652 -6.67337 -2.90437
O -3.04634 -7.26070 -2.84142
O -1.02113 -7.03746 -3.53945
H 0.18595 -5.11714 -2.70748
H -3.91441 -5.48173 -1.48545
H -1.59727 -2.13005 -0.18794
```

energy above the lowest of the compared OMol25 structures with the same formula, charge and spin	0.694	eV
E_tot	-8576.85050	hartree
largest force on an atom	1.1	eV/A
total charge	0
highest occupied orbital energy	-7.81	eV

These are the Löwdin partial charges, in e, on atoms 1 to 6: number 1, Sc, carries 0.68; number 2, N, carries -0.07; number 3, C, carries -0.23; number 4, C, carries -0.19; number 5, N, carries -0.14; number 6, C, carries -0.25


# 4
Computed, not measured: CClFN2O3 in the gas phase, with wB97M-V/def2-TZVPD.

```
8
CClFN2O3 wB97M-V/def2-TZVPD
C -0.21828 -0.10685 0.38384
N 0.30062 1.11480 1.03078
N -0.09289 -0.07556 -1.15545
O 1.28284 0.87335 1.67900
O -0.95992 -0.43510 -1.87023
O 0.99250 0.32977 -1.48295
F 0.55048 -1.16328 0.53414
Cl -1.85535 -0.53713 0.88087
```

energy above the lowest of the compared OMol25 structures with the same formula, charge and spin	0.000	eV
E_tot	-933.18535	hartree
largest force on an atom	2.9	eV/A
total charge	0
highest occupied orbital energy	-11.08	eV

These are the Löwdin partial charges, in e, on atoms 1 to 6: number 1, C, carries -0.84; number 2, N, carries 0.05; number 3, N, carries -0.38; number 4, O, carries 0.09; number 5, O, carries 0.12; number 6, O, carries 0.11


# 5
Computed, not measured: C4H6N2 in the gas phase, with wB97M-V/def2-TZVPD.

```
12
C4H6N2 wB97M-V/def2-TZVPD
N 0.58759 -1.39046 -0.67716
C -0.04996 -0.10133 -1.08256
C -1.04131 -0.09816 0.09873
N -0.35647 1.54849 0.50205
C 0.69484 0.64396 0.03191
C 0.28332 -0.72029 0.61519
H -0.05963 -2.16749 -0.83192
H -0.22314 0.19309 -2.11703
H -1.66387 0.76010 0.40399
H -0.31480 1.61992 1.52796
H 1.72091 1.01123 -0.04373
H 0.50056 -1.14911 1.59385
```

energy above the lowest of the compared OMol25 structures with the same formula, charge and spin	7.194	eV
E_tot	-265.27119	hartree
largest force on an atom	2.0	eV/A
total charge	0
highest occupied orbital energy	-8.65	eV

These are the Löwdin partial charges, in e, on atoms 1 to 6: number 1, N, carries 0.04; number 2, C, carries -0.22; number 3, C, carries 0.01; number 4, N, carries 0.02; number 5, C, carries -0.30; number 6, C, carries -0.22


# 6
Computed, not measured: C20H24N2O3S in the gas phase, with wB97M-V/def2-TZVPD.

```
50
C20H24N2O3S wB97M-V/def2-TZVPD
C 4.73365 1.07631 2.04548
C 4.86098 1.45384 0.58929
H 4.19647 2.25818 0.28814
H 5.88234 1.71808 0.32985
S 4.49321 0.02571 -0.49892
O 4.87431 -1.17242 0.18797
O 5.07855 0.32583 -1.77161
N 2.86159 -0.05165 -0.73508
C 1.99365 -0.71677 0.19791
H 2.62815 -1.25511 0.90127
C 1.07368 0.28348 0.91701
N 0.39416 1.11167 -0.05201
C -0.92156 1.09057 -0.39683
O -1.34195 1.76976 -1.31045
C -1.82988 0.17969 0.43837
C -1.50652 -1.26126 0.13439
C -1.20809 -1.65447 -1.16633
C -0.91053 -2.97582 -1.44923
C -0.90908 -3.92043 -0.43636
C -1.21465 -3.53889 0.85870
C -1.51171 -2.21721 1.14208
H -1.75603 -1.92674 2.15480
H -1.22261 -4.27213 1.65144
H -0.67468 -4.95087 -0.65674
H -0.67967 -3.26870 -2.46277
H -1.21977 -0.91947 -1.95826
C -3.27492 0.54188 0.15417
C -4.12330 -0.27307 -0.57904
C -5.43035 0.11526 -0.82080
C -5.90147 1.32293 -0.33909
C -5.05823 2.14335 0.39107
C -3.75578 1.75287 0.63768
H -3.09953 2.39840 1.20469
H -5.41605 3.09013 0.76853
H -6.92000 1.62557 -0.53266
H -6.08099 -0.53042 -1.39248
H -3.77019 -1.21806 -0.96400
H -1.64706 0.38403 1.50009
C 1.32130 1.84590 -0.89391
H 0.73480 2.44322 -1.59356
C 2.21493 0.85572 -1.64764
H 2.99837 1.36164 -2.21059
H 1.59572 0.27752 -2.34404
H 1.92155 2.50944 -0.26153
H 0.36848 -0.26362 1.53719
H 1.66908 0.94400 1.56040
H 1.37180 -1.44075 -0.34372
H 5.28615 0.15699 2.22209
H 3.69564 0.90599 2.32031
H 5.13599 1.85988 2.68472
```

energy above the lowest of the compared OMol25 structures with the same formula, charge and spin	1.797	eV
E_tot	-1509.94971	hartree
largest force on an atom	1.0	eV/A
total charge	0
highest occupied orbital energy	-9.05	eV

These are the Löwdin partial charges, in e, on atoms 1 to 6: number 1, C, carries -0.12; number 2, C, carries -0.26; number 3, H, carries 0.08; number 4, H, carries 0.10; number 5, S, carries 0.64; number 6, O, carries -0.29